C9H62NO23Pd as an isolated structure at a distorted geometry. Source: OMol25; level of theory: wB97M-V/def2-TZVPD.

Atoms and positions in Å:
Pd: 1.3956 -2.9381 2.4365
C: -1.4888 -0.2751 -0.8939
C: 0.0194 -0.3648 -0.5875
C: 0.8252 0.7480 -1.2985
C: 0.7966 2.1339 -0.6619
C: 1.0123 2.0319 0.8478
C: 0.1370 1.0193 1.5913
N: 0.2856 -0.2447 0.8681
O: 0.0012 -1.2997 1.5167
C: -1.2631 1.6564 1.6559
C: 0.6965 0.8827 2.9950
C: 0.5567 -1.6512 -1.1980
H: -2.0736 -0.4358 0.0139
H: -1.7815 -1.0223 -1.6309
H: -1.8552 0.6603 -1.3228
H: 0.6321 0.9098 -2.3600
H: 1.8650 0.3938 -1.2954
H: -0.2101 2.5617 -0.7692
H: 1.3657 2.9414 -1.1199
H: 0.8242 3.0347 1.2379
H: 2.0634 1.7759 1.0343
H: -1.9324 0.9499 2.1409
H: -1.7251 1.5873 0.6649
H: -1.3492 2.6934 1.9546
H: 0.6704 1.7920 3.5968
H: 1.6911 0.4347 3.0188
H: 0.0696 0.2282 3.6120
H: 1.6016 -1.8769 -0.9732
H: 0.4925 -1.5721 -2.2843
H: -0.0127 -2.5384 -0.9136
O: -1.5259 0.4186 6.3588
H: -2.0472 0.4671 5.5465
H: -2.0499 -0.1255 6.9535
O: 0.8847 -5.2133 -1.7856
H: 0.1252 -5.7670 -1.9983
H: 1.0443 -4.6915 -2.5802
O: -2.4606 4.5592 -0.0013
H: -3.3851 4.4807 -0.2671
H: -2.3868 4.0045 0.7805
O: -1.0631 4.3491 -2.3256
H: -1.4396 4.4384 -1.4251
H: -1.8351 4.3077 -2.9006
O: 1.6479 -0.0612 6.3331
H: 1.5837 0.8896 6.1924
H: 2.4775 -0.1800 6.8095
O: -4.7895 1.2196 -0.3550
H: -4.2154 0.5768 -0.7878
H: -5.6384 1.1098 -0.7932
O: 0.0435 2.5043 -4.5902
H: -0.4961 2.7905 -5.3332
H: -0.0178 3.2222 -3.9436
O: -3.1411 -2.5432 -3.0602
H: -3.2022 -3.1410 -2.2978
H: -2.5505 -2.9851 -3.6777
O: -3.3113 0.4846 3.9933
H: -3.7549 1.2266 3.5684
H: -3.1386 -0.1388 3.2819
O: -2.7279 -4.4640 -0.9154
H: -3.5410 -4.7990 -0.5216
H: -2.2422 -4.0659 -0.1759
O: -2.7117 -2.7139 1.1859
H: -1.9864 -2.0818 1.0485
H: -2.7219 -2.8635 2.1383
O: 4.9394 -0.6194 -0.7884
H: 4.4861 0.1183 -1.2217
H: 5.6981 -0.7964 -1.3525
O: 1.9485 0.5813 -5.0261
H: 1.4074 1.2652 -4.5990
H: 2.1805 0.9529 -5.8823
O: 4.1016 -3.0928 -1.5230
H: 4.0631 -2.1641 -1.7760
H: 4.4916 -3.0799 -0.6454
O: -3.6770 0.2012 -3.1780
H: -4.3970 0.0237 -3.7896
H: -3.2261 -0.6537 -3.0840
O: 3.1163 -1.6372 1.8306
H: 3.8877 -1.3395 2.3253
H: 3.1917 -1.2016 0.9697
O: 4.2893 0.6594 -3.1866
H: 3.4715 0.6108 -3.7053
H: 4.9903 0.4973 -3.8245
O: 1.4216 5.5149 -1.8567
H: 0.6027 5.1741 -2.2529
H: 1.4529 5.1250 -0.9796
O: 1.7773 -4.0929 0.4652
H: 2.1543 -4.8375 0.9485
H: 1.3976 -4.4979 -0.3481
O: 4.7968 3.1299 -0.1066
H: 5.4759 3.7188 0.2376
H: 4.2311 2.9456 0.6490
O: 1.2802 -2.2242 4.4783
H: 1.6112 -1.3350 4.6769
H: 0.8220 -2.4949 5.2800
O: -5.1270 -2.0388 -0.0080
H: -5.4170 -1.6381 0.8164
H: -4.1793 -2.2048 0.1254

Values from the calculation:
Frontier orbital gap (spin up / spin down) (eV): 8.66 / 8.30
Multiplicity: 3
Net charge: +1
HOMO (spin up / spin down) (eV): -11.27 / -11.53
Energy above the lowest of the compared OMol25 structures with the same formula, charge and spin (kJ/mol): 8.3
LUMO (spin up / spin down) (eV): -2.604 / -3.227